1.
C3H5NaO4 as an isolated structure. Source: the OMol25 dataset; level of theory: wB97M-V/def2-TZVPD.

Last column: Mulliken charge in e.
Atoms and positions in Å:
Na 0.88 -1.76 -1.24  1.0076
O -0.71 -0.14 -0.72  -0.4395
O 3.14 0.01 1.78  -0.5251
O 0.80 0.18 0.95  -0.5240
O 2.56 -0.79 -0.25  -0.7655
C -2.06 -0.24 -0.31  -0.6763
C 0.07 0.82 -0.03  -0.2635
C 2.47 -0.13 0.79  0.7054
H -2.32 -1.30 -0.26  0.2374
H -2.70 0.25 -1.07  0.2432
H 0.68 1.33 -0.80  0.2419
H -2.24 0.21 0.67  0.3459
H -0.56 1.57 0.47  0.4124

Calculated values
**Multiplicity**: 1
**Frontier orbital gap**: 8.186 eV
**ΔE to the lowest compared entry with this formula, charge and spin**: 18.59 kcal per mole
**E_tot**: -580.58722 Ha
**LUMO level**: -0.8 eV
**Maximum force**: 2.4 eV/Å

=====

2.
One molecule with the formula C3H8N4. Source: the OMol25 dataset; level of theory: wB97M-V/def2-TZVPD.

Last column: Mulliken charge in e.
Atoms and positions in Å:
N -0.31 -0.42 -0.04  0.0995
N -2.01 1.13 0.13  -0.4507
N -2.60 -1.14 -0.19  -0.6922
N 0.38 0.74 -0.20  -0.4770
C 2.43 -0.64 0.18  -1.1392
C 1.73 0.73 -0.23  -0.1444
C -1.69 -0.19 0.07  0.4299
H 2.14 -1.47 -0.37  0.3721
H -1.36 2.00 0.11  0.2892
H -3.60 -0.75 -0.16  0.1492
H 3.50 -0.63 -0.12  0.3253
H 2.26 1.65 -0.35  0.4201
H 2.15 -1.04 1.21  0.3324
H -3.24 1.20 0.39  0.2778
H 0.21 -1.17 -0.42  0.2078

Calculated values
**Multiplicity**: 1
**Frontier orbital gap**: 9.088 eV
**ΔE to the lowest compared entry with this formula, charge and spin**: 89.37 kcal per mole
**E_tot**: -338.01138 Ha
**SMILES**: [H]/N=C(\N)N/N=C\C
**LUMO level**: 0.8 eV
**Maximum force**: 5.9 eV/Å

=====

3.
One molecule with the formula C5H7NO. Source: the OMol25 dataset; level of theory: wB97M-V/def2-TZVPD.

Last column: Mulliken charge in e.
Atoms and positions in Å:
O -2.16 -0.45 -0.07  -0.7488
N -0.47 -2.29 0.99  -0.3491
C 0.85 1.75 -0.51  -1.2528
C 1.00 -0.80 -0.42  -0.3229
C -1.33 0.50 -0.02  -0.0162
C 0.09 0.52 -0.08  0.3448
C 0.43 -1.70 0.31  0.1603
H 0.37 2.73 -0.31  0.3907
H 0.98 1.68 -1.60  0.2615
H -0.32 -2.34 1.99  0.2780
H -1.74 1.54 0.13  0.2694
H -1.43 -2.00 0.68  0.3406
H 1.92 -0.91 -1.06  0.3451
H 1.83 1.77 -0.03  0.2993

Calculated values
**Multiplicity**: 1
**Frontier orbital gap (alpha / beta)**: 7.157 / 7.159 eV
**ΔE to the lowest compared entry with this formula, charge and spin**: 98.64 kcal per mole
**E_tot**: -324.56728 Ha
**LUMO level (alpha / beta)**: -0.1 / -0.1 eV
**Maximum force**: 2.3 eV/Å

=====

4.
C3H5LuO3 as an isolated structure. Source: the OMol25 dataset; level of theory: wB97M-V/def2-TZVPD.

Last column: Mulliken charge in e.
Atoms and positions in Å:
Lu 2.77 0.31 0.48  1.1134
O 0.72 0.42 -0.74  -0.3754
O 1.47 -1.41 0.34  -0.5652
O -0.81 -1.12 -0.09  -0.3486
C -0.45 1.13 -0.33  -0.2913
C -1.15 0.11 0.55  -0.2812
C 0.50 -1.03 -0.59  0.1608
H -0.77 0.13 1.59  0.1923
H 1.18 -2.18 -0.75  0.5642
H -1.05 1.38 -1.21  0.2372
H -2.24 0.21 0.56  0.3142
H -0.16 2.04 0.20  0.2796

Calculated values
**Multiplicity**: 2
**Frontier orbital gap (alpha / beta)**: 7.448 / 6.420 eV
**ΔE to the lowest compared entry with this formula, charge and spin**: 49.58 kcal per mole
**Net charge**: +1
**E_tot**: -1578.12490 Ha
**LUMO level (alpha / beta)**: -4.7 / -6.3 eV
**Maximum force**: 5.0 eV/Å
**<S²>**: 0.75

=====

5.
A 3-piece molecular cluster, C7H17N2O overall. Source: the OMol25 dataset; level of theory: wB97M-V/def2-TZVPD.

Last column: Mulliken charge in e.
Atoms and positions in Å:
O -0.69 -1.97 0.20  -0.0261
N 0.26 -2.75 -0.45  -0.1430
N 1.90 -0.34 -1.05  -0.3018
C -3.93 0.71 -1.04  -0.4129
C 2.08 1.53 1.91  -1.1249
C -5.12 1.12 -0.59  -0.5164
C 1.38 0.39 -0.21  0.0348
C 1.98 1.63 0.36  -0.4948
C 3.13 -0.23 -1.89  -0.8340
C -1.15 -2.48 1.46  -0.5494
H 2.69 0.66 2.23  0.3391
H 1.08 1.35 2.35  0.3150
H 2.65 2.47 2.25  0.3236
H -3.03 1.11 -0.64  0.2130
H 0.53 0.02 0.21  0.6139
H 3.57 0.74 -1.74  0.3514
H -3.87 0.06 -1.93  0.2234
H 2.73 -0.23 -2.98  0.2989
H 3.80 -0.99 -1.74  0.3415
H 2.94 1.95 -0.04  0.2754
H -0.70 -1.89 2.26  0.2824
H 0.78 -2.00 -1.01  0.3609
H -2.23 -2.56 1.27  0.2868
H 1.34 2.53 0.09  0.3228
H -5.17 1.89 0.10  0.2553
H -0.90 -3.51 1.61  0.3236
H -6.07 0.77 -0.97  0.2414

Calculated values
**Multiplicity**: 1
**Frontier orbital gap (alpha / beta)**: 4.426 / 6.704 eV
**ΔE to the lowest compared entry with this formula, charge and spin**: 197.68 kcal per mole
**Net charge**: +1
**E_tot**: -461.14079 Ha
**LUMO level (alpha / beta)**: -8.0 / -5.7 eV
**Maximum force**: 4.7 eV/Å

=====

6.
A 3-piece molecular cluster, C5H13NO2 overall. Source: the OMol25 dataset; level of theory: wB97M-V/def2-TZVPD.

Last column: Mulliken charge in e.
Atoms and positions in Å:
O 0.91 1.22 1.21  -0.7178
O 3.59 0.73 -0.13  -0.6574
N -0.99 0.65 0.12  0.1596
C -1.94 -0.34 -0.34  -0.8494
C -1.59 1.93 0.59  -0.9697
C 0.73 -1.04 0.30  -0.9154
C 0.90 -1.60 -1.10  -1.0989
C 0.29 0.30 0.61  0.9355
H 1.46 -1.46 1.01  0.4484
H 0.09 -2.34 -1.29  0.4237
H -2.64 1.78 0.84  0.3401
H 0.76 -0.93 -2.00  0.3522
H -1.03 2.28 1.47  0.3463
H -2.62 0.00 -1.17  0.3320
H 3.68 1.67 0.07  0.3143
H -0.61 -2.23 1.19  0.1773
H -1.33 -1.09 -0.83  0.2119
H -2.72 -0.64 0.44  0.3030
H 1.86 -2.16 -1.11  0.2919
H -1.54 2.75 -0.16  0.2469
H 2.77 0.51 0.30  0.3256

Calculated values
**Multiplicity**: 1
**Frontier orbital gap**: 8.475 eV
**ΔE to the lowest compared entry with this formula, charge and spin**: 113.33 kcal per mole
**E_tot**: -403.39601 Ha
**LUMO level**: -1.0 eV
**Maximum force**: 4.8 eV/Å